#1
{"formula": "C2H9OS", "method": "wB97M-V/def2-TZVPD", "symbols": ["O", "H", "H", "H", "C", "S", "C", "H", "H", "H", "H", "H", "H"], "positions_angstrom": [[0.98361, -1.04235, 2.39487], [0.59041, -0.52779, 3.14196], [1.97225, -1.23733, 2.69702], [1.36213, -0.30075, 0.50677], [-0.63279, -1.03431, -0.79206], [0.62772, 0.31275, -0.51991], [-0.57597, 1.78731, -1.16582], [-1.14112, -1.11371, 0.20482], [-1.05533, -0.80239, -1.80131], [-0.05260, -1.96518, -0.98330], [-1.31359, 1.99226, -0.36266], [-0.94258, 1.39094, -2.01900], [0.17787, 2.54055, -1.30137]], "mulliken_charge": [-0.6878, 0.3471, 0.3653, 0.3219, -0.8953, 0.1352, -0.7040, 0.3393, 0.3899, 0.3490, 0.3240, 0.3618, 0.3537], "charge": 1, "mol_weight_da": 81.160, "homo_ha": -0.5560}

***

#2
{"formula": "C2H9OS", "method": "wB97M-V/def2-TZVPD", "symbols": ["O", "H", "H", "H", "C", "S", "C", "H", "H", "H", "H", "H", "H"], "positions_angstrom": [[-1.50805, 0.43204, 2.33876], [-2.03742, 1.12576, 2.08776], [-1.25506, 0.62382, 3.37161], [-0.35590, -0.16713, 0.99539], [-0.03937, -1.43350, -0.99494], [0.76619, -0.40475, 0.26013], [1.21328, 1.04794, -0.85985], [0.68714, -1.87744, -1.81354], [-0.50132, -2.25455, -0.43277], [-0.72660, -0.81326, -1.63425], [0.24887, 1.01009, -1.64093], [2.11429, 0.70325, -1.36311], [1.39394, 2.00771, -0.31426]], "mulliken_charge": [-0.6868, 0.3256, 0.3669, 0.3597, -0.8541, 0.1891, -0.6776, 0.3461, 0.3510, 0.3435, 0.2605, 0.3182, 0.3579], "charge": 1, "mol_weight_da": 81.160, "homo_ha": -0.5871}

***

#3
{"formula": "C2H9OS", "method": "wB97M-V/def2-TZVPD", "symbols": ["O", "H", "H", "H", "C", "S", "C", "H", "H", "H", "H", "H", "H"], "positions_angstrom": [[0.46523, -2.66592, 2.07783], [0.03072, -3.52259, 2.00522], [1.24952, -2.91109, 2.58940], [-1.20651, 0.70853, 1.02209], [-1.37620, 1.46827, -1.15705], [-0.65265, 0.27641, -0.11779], [1.18404, 0.41280, -0.41540], [-0.83074, 1.26055, -2.08840], [-2.44904, 1.41543, -1.38312], [-1.05295, 2.46954, -0.84675], [1.25750, 1.11156, -1.24328], [1.36304, -0.62408, -0.72868], [2.01803, 0.60059, 0.28594]], "mulliken_charge": [-0.6209, 0.3198, 0.3221, 0.2521, -0.8457, 0.1943, -0.6734, 0.3121, 0.3776, 0.3608, 0.3268, 0.3070, 0.3673], "charge": 1, "mol_weight_da": 81.160, "homo_ha": -0.5456}

***

What is the stability order? It is #3, #2, #1, from most stable to least stable.

***

#1
{"formula": "C2H7N2S", "method": "wB97M-V/def2-TZVPD", "symbols": ["C", "S", "H", "H", "H", "N", "C", "N", "H", "H", "H", "H"], "positions_angstrom": [[-2.15445, -0.82507, -0.55606], [-1.53788, -1.29432, 1.19629], [-1.88094, 0.12381, -0.98181], [-1.76795, -1.60981, -1.24561], [-3.30376, -0.86157, -0.45672], [1.24174, 0.21668, 1.09575], [1.59939, 0.49572, -0.19374], [2.13435, 1.59175, -0.65182], [0.50035, -0.64913, 1.16320], [1.03995, 1.10537, 1.51205], [1.34777, -0.24522, -0.95137], [2.78144, 1.95180, 0.06985]], "mulliken_charge": [-0.7577, -0.6771, 0.2615, 0.1742, 0.2027, -0.5866, 0.1143, -0.7039, 0.1513, 0.2632, 0.3483, 0.2099], "charge": -1, "mol_weight_da": 91.159, "homo_ha": -0.1089}

***

#2
{"formula": "C2H7N2S", "method": "wB97M-V/def2-TZVPD", "symbols": ["C", "S", "H", "H", "H", "N", "C", "N", "H", "H", "H", "H"], "positions_angstrom": [[-0.27613, 0.25957, 2.02219], [1.41319, 1.27751, 1.96227], [-0.96672, 0.73535, 1.35074], [-0.47133, 0.67558, 2.99059], [-0.30467, -0.94180, 1.91983], [0.85806, 0.09264, -1.22952], [-0.12146, -0.91803, -1.50677], [-1.00445, -0.83860, -2.51108], [0.99578, 1.09869, -1.35002], [1.24598, -0.03052, -0.24682], [-0.10483, -1.63355, -0.76905], [-1.26342, 0.22315, -2.63237]], "mulliken_charge": [-0.7810, -0.7324, 0.2176, 0.2512, 0.1520, -0.5055, 0.1346, -0.6903, 0.2798, 0.1436, 0.3279, 0.2024], "charge": -1, "mol_weight_da": 91.159, "homo_ha": -0.1026}

***

What is the stability order? It is #1, #2, from most stable to least stable.

***

#1
{"formula": "CH3FIP", "method": "wB97M-V/def2-TZVPD", "symbols": ["C", "F", "P", "I", "H", "H", "H"], "positions_angstrom": [[-1.71447, 0.75857, -0.58815], [2.17746, -1.83626, 0.24101], [2.12275, -0.23584, 0.14935], [-3.01719, -0.74162, -0.00665], [-2.11337, 1.80945, -0.40410], [-0.67681, 0.39491, -0.21272], [3.22164, -0.14922, 0.82125]], "mulliken_charge": [-0.4078, -0.2320, 0.2452, 0.0801, 0.2946, -0.0018, 0.0216], "mol_weight_da": 191.911, "homo_ha": [-0.3158, -0.3259]}

***

#2
{"formula": "CH3FIP", "method": "wB97M-V/def2-TZVPD", "symbols": ["C", "F", "P", "I", "H", "H", "H"], "positions_angstrom": [[-0.05697, -0.41002, 0.57745], [-0.31697, -0.46567, -2.01415], [0.88113, -0.33733, -0.92971], [1.03302, 0.15313, 2.25779], [-1.79601, 1.22701, 0.38751], [-0.74780, -1.22334, 0.75001], [1.00361, 1.05622, -1.02890]], "mulliken_charge": [-0.5758, -0.2704, 0.2269, 0.0815, 0.0379, 0.4438, 0.0561], "mol_weight_da": 191.911, "homo_ha": [-0.3613, -0.3131]}

***

What is the stability order? It is #1, #2, from most stable to least stable.

***

#1
{"formula": "C2H7IN", "method": "wB97M-V/def2-TZVPD", "symbols": ["C", "C", "N", "I", "H", "H", "H", "H", "H", "H", "H"], "positions_angstrom": [[-0.72967, -1.24042, 0.08951], [1.37408, 1.29636, 0.08927], [-0.92080, 0.13929, -0.25221], [2.56546, -0.29341, 0.02267], [-1.15556, -1.97650, -0.68348], [0.28987, -1.60606, 0.31182], [-1.20702, -1.32651, 1.11073], [1.35428, 2.13033, -0.70569], [0.77136, 1.49573, 1.03483], [-1.33725, 0.90670, 0.19109], [-1.00476, 0.47450, -1.20853]], "mulliken_charge": [-0.5620, -0.4878, -0.4130, 0.5164, 0.2815, 0.0729, 0.2950, 0.3697, 0.3330, 0.3258, 0.2685], "charge": 1, "mol_weight_da": 171.989, "homo_ha": [-0.5268, -0.5268]}

***

#2
{"formula": "C2H7IN", "method": "wB97M-V/def2-TZVPD", "symbols": ["C", "C", "N", "I", "H", "H", "H", "H", "H", "H", "H"], "positions_angstrom": [[-1.57726, -0.26134, -0.48327], [1.40639, -0.42213, -0.40284], [-1.61943, 0.42437, 0.57308], [2.98828, 0.83761, 0.08395], [-1.50737, -1.42370, -0.42846], [-1.60138, 0.17628, -1.41514], [1.62483, -1.38601, 0.27683], [1.32043, -0.67306, -1.38131], [-1.76446, 1.47730, 0.50236], [2.04056, 1.19933, 1.18094], [-1.31060, 0.05134, 1.49387]], "mulliken_charge": [-0.2240, -1.1289, -0.1687, 0.4058, 0.2982, 0.3409, 0.2950, 0.4123, 0.3106, 0.1455, 0.3133], "charge": 1, "mol_weight_da": 171.989, "homo_ha": [-0.4179, -0.4179]}

***

What is the stability order? It is #1, #2, from most stable to least stable.

***

#1
{"formula": "C6H29NO9", "method": "wB97M-V/def2-TZVPD", "symbols": ["C", "C", "C", "C", "C", "N", "C", "O", "H", "H", "H", "H", "H", "H", "H", "H", "H", "H", "H", "H", "H", "O", "H", "H", "O", "H", "H", "O", "H", "H", "O", "H", "H", "O", "H", "H", "O", "H", "H", "O", "H", "H", "O", "H", "H"], "positions_angstrom": [[3.31125, -0.85967, 0.37633], [2.27897, -0.44224, 1.40649], [2.46901, 0.99791, 1.88142], [2.37840, 2.06448, 0.78480], [1.17220, 1.94049, -0.14726], [-0.11175, 2.05250, 0.54990], [-1.19900, 2.59081, -0.03494], [-2.32485, 2.57149, 0.47708], [4.33110, -0.76777, 0.76024], [3.15941, -1.89186, 0.06956], [3.28902, -0.27397, -0.54837], [2.34093, -1.11327, 2.26728], [1.26373, -0.58717, 1.04260], [3.45581, 1.07197, 2.35438], [1.74813, 1.21328, 2.67574], [2.37192, 3.05631, 1.24599], [3.27251, 2.05220, 0.15891], [1.22945, 2.71599, -0.89580], [1.22097, 0.98196, -0.63170], [-0.19681, 1.54984, 1.41875], [-1.01042, 3.06977, -0.98606], [-2.26299, -1.66381, 0.50189], [-2.93206, -2.22225, 0.90037], [-2.30413, -0.80953, 1.02433], [-2.76148, 0.46274, 1.99354], [-2.23670, 0.72683, 2.77305], [-2.75108, 1.22500, 1.38945], [-0.84794, 0.52893, -2.88898], [-1.60444, -0.00237, -2.51593], [-1.09453, 0.76405, -3.82086], [0.65156, -1.74974, -2.90023], [0.61830, -2.07832, -1.97311], [0.26111, -0.85361, -2.83508], [-0.17468, -2.98847, -0.62142], [-0.64352, -3.60590, -1.16589], [-0.78804, -2.44624, -0.09976], [-2.79840, -1.05316, -2.13131], [-2.46513, -1.90127, -2.51785], [-2.68721, -1.14620, -1.16221], [-1.26822, 1.84327, 3.89118], [-1.98509, 2.46378, 4.09022], [-0.46657, 2.36698, 3.93038], [-1.53362, -3.31616, -3.07710], [-0.68473, -2.78026, -3.10113], [-1.69035, -3.75734, -3.90892]], "mulliken_charge": [-1.3305, 0.1964, -0.6870, -0.8504, -0.5259, 0.1831, 0.0396, -0.7081, 0.3503, 0.3766, 0.2902, 0.4248, -0.1919, 0.4068, 0.1874, 0.3492, 0.3889, 0.5316, 0.0893, 0.1478, 0.3373, -0.7562, 0.2935, 0.4226, -0.7356, 0.3089, 0.3708, -0.7371, 0.4589, 0.2913, -0.8189, 0.3711, 0.4177, -0.7247, 0.2834, 0.4464, -0.8172, 0.4256, 0.4604, -0.6508, 0.3230, 0.2952, -0.7266, 0.5316, 0.2611], "mol_weight_da": 259.296, "homo_ha": -0.3707, "smiles": "CCCCCNC=O.O.O.O.O.O.O.O.O"}

***

#2
{"formula": "C6H29NO9", "method": "wB97M-V/def2-TZVPD", "symbols": ["C", "N", "C", "C", "C", "C", "C", "H", "H", "H", "H", "H", "H", "H", "H", "H", "H", "H", "O", "H", "H", "O", "H", "H", "O", "H", "H", "O", "H", "H", "O", "H", "H", "O", "H", "H", "O", "H", "H", "O", "H", "H", "O", "H", "H"], "positions_angstrom": [[-0.24442, 2.70385, 1.12910], [-0.59013, 1.50590, 1.32238], [0.31526, 0.53106, 1.82250], [0.85257, -0.42516, 1.07457], [1.70316, -1.52641, 1.63189], [3.03337, -1.68073, 0.88165], [2.86913, -2.12250, -0.56217], [0.75633, 3.09685, 1.31496], [-0.96112, 3.40457, 0.71085], [0.46252, 0.56746, 2.89868], [0.69074, -0.44525, 0.00195], [1.13860, -2.45920, 1.50673], [1.87520, -1.41467, 2.70316], [3.65671, -2.40442, 1.41516], [3.59907, -0.74138, 0.97212], [3.82284, -2.37759, -1.02608], [2.22170, -2.99956, -0.62479], [2.41058, -1.34937, -1.18495], [0.38773, -2.93482, -0.50548], [0.17657, -2.05407, -0.83245], [-0.06863, -3.01869, 0.35771], [2.42259, 1.92315, -0.10199], [3.25680, 2.07231, -0.56709], [2.56215, 1.05637, 0.30372], [-1.02067, -3.08732, 1.88046], [-1.66338, -2.34010, 1.91635], [-1.55880, -3.88091, 1.94908], [-2.76665, 0.33061, -0.42226], [-2.17132, 0.87941, 0.11837], [-2.12520, -0.14720, -1.01043], [-2.80915, -1.02631, 1.99654], [-2.29645, -0.29744, 2.36411], [-3.00394, -0.75392, 1.07344], [-3.69171, 2.24667, -2.16345], [-3.40603, 1.47399, -1.61974], [-4.49923, 2.56026, -1.74544], [0.54610, 1.57785, -2.10945], [-0.07206, 2.34583, -2.11898], [1.15818, 1.73792, -1.36628], [-0.83568, -0.68710, -2.01198], [-0.32783, 0.16076, -2.07997], [-1.01967, -0.93116, -2.92488], [-1.32695, 3.60034, -1.85713], [-2.17741, 3.10723, -1.92343], [-1.28147, 4.22289, -2.58706]], "mulliken_charge": [-0.4778, -0.0961, -0.9270, 0.5996, -0.6901, -0.7405, -0.9534, 0.2812, 0.3040, 0.4364, 0.0867, 0.1532, 0.4967, 0.4319, 0.2882, 0.4016, 0.3208, 0.1401, -0.7299, 0.3650, 0.3886, -0.6812, 0.2760, 0.3224, -0.7138, 0.4304, 0.2774, -1.0104, 0.4030, 0.5641, -0.7636, 0.3034, 0.4848, -0.7368, 0.4754, 0.3117, -0.8103, 0.4481, 0.3650, -0.6839, 0.4178, 0.2395, -0.7001, 0.4158, 0.2863], "mol_weight_da": 259.296, "homo_ha": -0.3309, "smiles": "C=N/C=C/CCC.O.O.O.O.O.O.O.O.O"}

***

What is the stability order? It is #1, #2, from most stable to least stable.